Entry 1:
The following is a quantum chemistry calculation of a molecular structure, C37H36CsI2N11O4Se2, from the OMol25 dataset.

Values from the calculation:
Energy relative to the best compared isomer or geometry (same formula, charge and spin), kJ/mol: 310.1
Electronic energy, a.u.: -7753.15377
Total charge: 0

Last column: Mulliken charge in e.
Geometry (Å):
Cs: 1.065 -1.617 0.250  1.1495
C: 0.237 0.341 5.489  -0.6544
O: 1.406 1.022 4.970  -0.4792
C: 1.539 0.586 3.701  0.0655
N: 0.809 -0.369 3.301  -0.0298
C: -0.042 -0.759 4.440  -0.4042
C: -1.481 -0.859 4.018  -0.6826
C: -2.063 0.311 3.294  3.1106
C: -3.415 0.126 2.595  2.1132
C: -4.198 -1.063 3.039  -1.3061
C: -3.634 -2.001 3.799  -1.1534
C: -2.238 -1.928 4.251  -0.4586
C: 2.545 1.301 2.879  0.5155
C: 3.453 2.177 3.461  -0.7081
C: 4.362 2.817 2.634  -0.5594
C: 4.319 2.580 1.270  -0.9409
C: 3.356 1.702 0.785  0.2465
N: 2.498 1.063 1.573  0.1796
C: 3.224 1.438 -0.668  -0.1341
N: 2.228 0.895 -1.224  0.1174
C: 2.579 0.717 -2.640  0.8539
C: 3.871 1.551 -2.792  -0.5808
O: 4.277 1.815 -1.429  -0.4784
C: 1.492 1.138 -3.597  -0.6688
C: 1.674 0.914 -4.961  -0.1713
C: 0.730 1.342 -5.880  -0.8078
C: -0.425 1.982 -5.445  -0.6608
C: -0.622 2.187 -4.089  -0.2955
C: 0.333 1.773 -3.168  0.8323
H: -0.565 1.076 5.560  0.4601
H: 0.480 -0.051 6.473  0.3127
H: 0.286 -1.739 4.794  0.7643
H: -1.332 0.787 2.644  -1.3882
H: -3.414 0.258 1.514  -1.5553
H: -5.216 -1.162 2.684  0.5690
H: -4.205 -2.879 4.076  0.5292
H: -1.827 -2.790 4.763  0.4298
H: 3.438 2.343 4.528  0.5271
H: 5.093 3.497 3.048  0.4284
H: 5.003 3.059 0.586  0.5485
H: 2.796 -0.348 -2.771  -0.1820
H: 3.691 2.508 -3.284  0.3303
H: 4.680 1.022 -3.287  0.3496
H: 2.566 0.401 -5.305  0.4287
H: 0.891 1.170 -6.937  0.3904
H: -1.167 2.312 -6.161  0.4005
H: -1.524 2.672 -3.737  0.4431
H: 0.180 1.938 -2.110  -0.0597
N: 3.236 -3.771 -3.857  -0.4230
C: 3.352 -4.450 -2.567  -0.5588
C: 3.190 -3.462 -1.406  0.2536
O: 3.361 -2.243 -1.649  -0.5660
O: 2.875 -3.943 -0.288  -0.8155
H: 3.813 -4.217 -4.558  0.2121
H: 3.580 -2.826 -3.717  0.1610
H: 4.319 -4.945 -2.418  0.3764
H: 2.584 -5.219 -2.461  0.2369
Se: -3.382 -1.301 -1.032  -0.0719
Se: -3.932 0.882 -1.505  -0.2052
C: -2.439 1.828 -0.723  0.3560
C: -2.401 3.205 -0.928  -0.9460
C: -1.350 3.914 -0.379  -0.8938
C: -0.384 3.230 0.348  -0.4661
C: -0.518 1.861 0.487  -0.9368
N: -1.529 1.163 -0.039  0.7592
C: -2.027 -1.659 -2.363  0.0652
C: -2.026 -1.099 -3.632  -0.3570
C: -1.011 -1.471 -4.497  -0.4027
C: -0.053 -2.382 -4.074  -0.7542
C: -0.160 -2.889 -2.791  -0.3813
N: -1.126 -2.531 -1.942  -0.0491
H: -3.177 3.700 -1.497  0.5494
H: -1.285 4.986 -0.518  0.4692
H: 0.460 3.741 0.793  0.4832
H: 0.226 1.290 1.028  0.3796
H: -2.786 -0.388 -3.924  0.4114
H: -0.965 -1.045 -5.490  0.5081
H: 0.774 -2.694 -4.697  0.5246
H: 0.567 -3.600 -2.413  0.4993
I: 0.551 -5.424 0.260  0.2076
C: -1.445 -6.038 0.651  -0.8489
I: -2.639 -4.467 1.452  0.0410
H: -1.450 -6.843 1.375  0.4236
H: -1.910 -6.347 -0.276  0.3345
N: -5.142 1.467 3.797  -0.9124
N: -3.843 1.430 3.237  1.4572
N: -3.622 2.600 2.445  -1.0116
C: -2.606 3.180 3.097  -0.1343
N: -2.035 2.600 4.121  -0.8061
N: -2.685 1.341 4.201  -0.1119
H: -5.327 2.451 3.965  0.2974
H: -5.090 0.967 4.682  0.2758
H: -2.278 4.157 2.766  0.6338

=====

Entry 2:
The following is a quantum chemistry calculation of 2 unconnected molecules or ions with the total composition C2N4, from the OMol25 dataset.

Values from the calculation:
Energy relative to the best compared isomer or geometry (same formula, charge and spin), kJ/mol: 87.8
Electronic energy, a.u.: -295.19630
Total charge: 0
Structure (SMILES): N#CC#N.N#N

Last column: natural (NBO) charge in e.
Geometry (Å):
N: 1.699 -1.932 -0.227  -0.2349
C: 1.750 -0.809 -0.195  0.2358
C: 2.139 0.752 0.041  0.2349
N: 2.588 1.772 0.262  -0.2359
N: -4.260 0.477 0.439  0.0011
N: -3.915 -0.260 -0.321  -0.0010